The following is a DFT calculation (ωB97M-V/def2-TZVPD) of a cluster of 9 separate species, C27H63F3O33P6 in total in a non-equilibrium geometry.

Cartesian coordinates (Å):
O1 -4.624679 -1.465303 5.936266
C1 -3.789971 -1.010658 5.246270
O2 -3.553389 0.310767 5.199805
C2 -2.503775 0.582588 4.227189
C3 -1.950167 -0.813354 3.931096
F1 -0.755104 -1.001094 4.674501
O3 -2.912757 -1.706711 4.370542
H1 -2.780329 1.101301 3.289456
H2 -1.722212 1.257189 4.696656
H3 -1.616498 -1.011379 2.926458
O4 3.400587 -2.277515 3.700552
C4 3.745570 -3.195076 4.328374
O5 2.916692 -4.228908 4.702828
C5 3.503103 -5.157146 5.553952
C6 5.032900 -4.831048 5.291242
F2 5.537097 -5.733006 4.450797
O6 5.033682 -3.528277 4.726359
H4 3.199121 -4.953788 6.544645
H5 3.372448 -6.189243 5.327222
H6 5.730749 -4.737737 6.154999
O7 2.663904 -2.488041 -3.294119
C7 2.553284 -1.332338 -3.558735
O8 3.520316 -0.550438 -4.080614
C8 2.991127 0.814123 -4.209104
C9 1.588670 0.722695 -3.605506
F3 0.622082 0.858603 -4.624889
O9 1.562504 -0.574065 -3.106023
H7 3.672233 1.421012 -3.628684
H8 2.961597 1.090007 -5.286344
H9 1.211073 1.476667 -2.928512
C10 4.687728 1.164173 2.349332
O10 3.876696 0.977377 1.122893
P1 4.149777 1.996562 -0.045825
O11 5.124949 2.997825 0.394462
O12 4.488733 1.282860 -1.402627
C11 5.817717 0.645202 -1.413481
O13 2.697433 2.614094 -0.405156
C12 1.883565 3.171400 0.639435
H10 3.985808 1.717500 3.044581
H11 5.538679 1.756991 2.162569
H12 4.937749 0.268881 2.865928
H13 6.373584 1.110650 -0.612634
H14 6.352834 0.813653 -2.363513
H15 5.526430 -0.366334 -1.174852
H16 1.254244 2.375833 1.025134
H17 1.269552 3.950750 0.173042
H18 2.597810 3.663525 1.342973
C13 4.060417 6.723519 -0.017414
O14 3.387200 7.255620 -1.206447
P2 2.335798 6.341723 -2.021585
O15 1.339187 5.538264 -1.283137
O16 3.282558 5.480893 -2.975640
C14 3.155788 4.124873 -3.413714
O17 1.736684 7.497363 -2.946782
C15 0.338945 7.768121 -2.796051
H19 3.810373 5.618925 0.100065
H20 3.730392 7.317904 0.823105
H21 5.153966 6.784165 -0.192270
H22 2.528162 4.115121 -4.323153
H23 2.767075 3.554769 -2.575088
H24 4.168816 3.818114 -3.661198
H25 0.243464 8.418285 -1.946099
H26 -0.266384 6.923841 -2.509637
H27 -0.015137 8.295355 -3.675332
C16 -6.212560 -2.170610 3.086777
O18 -5.473802 -0.889317 2.923310
P3 -6.028837 0.523544 2.503706
O19 -5.087539 1.589324 2.682562
O20 -7.480719 0.728651 3.120059
C17 -7.882736 2.039913 3.434561
O21 -6.436763 0.315330 0.983177
C18 -5.439432 0.003730 0.000261
H28 -5.633048 -2.677335 3.846923
H29 -6.165052 -2.813884 2.169524
H30 -7.242805 -1.909983 3.388267
H31 -8.918821 1.990495 3.709042
H32 -7.875808 2.657308 2.513744
H33 -7.276657 2.500270 4.202379
H34 -5.073238 -0.979167 0.096470
H35 -4.543095 0.609272 0.068499
H36 -5.925671 -0.000293 -0.975352
C19 -2.735687 1.197276 -3.844156
O22 -3.295673 0.256835 -4.763790
P4 -3.172377 -1.283552 -4.379387
O23 -3.811359 -1.736655 -3.110936
O24 -3.754460 -1.846729 -5.726824
C20 -4.980023 -1.395450 -6.305953
O25 -1.602391 -1.534687 -4.374299
C21 -1.148781 -2.575486 -3.348554
H37 -1.664832 1.315854 -3.878175
H38 -3.108301 1.017293 -2.839034
H39 -3.158212 2.146312 -4.131989
H40 -4.871303 -0.587350 -6.974679
H41 -5.642602 -1.120716 -5.525322
H42 -5.388874 -2.278966 -6.785798
H43 -0.335192 -2.145130 -2.796752
H44 -0.747781 -3.379701 -3.951486
H45 -1.948219 -3.018674 -2.718981
C22 3.386043 -3.482248 -0.421071
O26 2.727340 -4.663639 0.108191
P5 1.207029 -4.722943 0.481941
O27 0.425677 -3.772809 -0.306810
O28 0.851293 -6.310651 0.268689
C23 1.165943 -6.751920 -1.094128
O29 1.073629 -4.605562 2.071988
C24 0.218381 -3.597856 2.725356
H46 2.904995 -3.226220 -1.369251
H47 4.399984 -3.738869 -0.672894
H48 3.300516 -2.680108 0.356887
H49 0.216362 -7.166980 -1.474506
H50 1.886402 -7.536544 -0.945797
H51 1.494978 -5.915716 -1.712443
H52 0.376525 -2.631931 2.296808
H53 0.544358 -3.654514 3.776705
H54 -0.828606 -3.911058 2.697648
C25 -1.869446 -1.512158 -0.134706
O30 -1.772762 -0.327879 -0.979537
P6 -0.923685 0.831307 -0.370842
O31 -0.228465 1.701691 -1.297959
O32 -1.779934 1.478381 0.793973
C26 -2.328668 2.768077 0.571843
O33 0.184257 0.128210 0.606931
C27 1.187868 -0.686135 0.070352
H55 -2.908460 -1.858091 -0.282976
H56 -1.816081 -1.211633 0.923201
H57 -1.151424 -2.254154 -0.436107
H58 -1.592678 3.414453 0.964785
H59 -3.276143 2.708516 1.152615
H60 -2.504416 3.004456 -0.491266
H61 2.042830 -0.195536 -0.412702
H62 0.843098 -1.465695 -0.670449
H63 1.675461 -1.269588 0.869175

Forces on the atoms, in the same order (eV/Å):
-0.3 -1.2 0.1
0.8 0.9 -0.7
1.0 0.2 -1.4
1.2 0.6 0.3
1.0 0.5 0.9
-0.8 -0.1 -0.1
-0.8 0.7 1.0
-0.8 -0.5 0.7
-0.9 -1.1 -0.3
-0.4 0.0 -0.4
-0.1 1.4 -0.5
0.6 -3.2 0.8
-1.1 1.0 -0.9
3.1 1.2 -0.4
-0.3 1.1 2.1
0.4 -0.5 -1.0
-1.0 -0.1 -0.3
-0.2 0.2 1.2
-0.6 -0.6 -0.7
-0.7 -0.4 -0.4
-0.1 -0.1 -0.8
1.7 0.2 1.0
-0.8 0.4 -0.8
0.4 -0.6 -0.4
-0.4 0.4 -1.3
0.6 -0.6 0.0
-1.9 0.6 0.3
-0.1 0.3 0.0
0.0 -0.1 0.8
0.7 -0.2 0.9
-2.8 1.1 0.8
1.0 -1.1 0.6
-1.9 2.4 0.4
0.5 0.3 -0.3
0.2 -0.2 -0.5
-1.0 0.4 0.2
1.4 -1.2 -0.7
0.7 0.8 0.0
1.0 -0.4 -0.7
0.8 0.6 -0.4
0.0 -1.2 -0.3
0.5 -0.1 0.2
-0.7 -0.2 0.3
0.9 -0.6 -0.3
0.2 0.1 0.5
0.2 -0.3 0.1
-0.9 -0.5 0.1
0.0 -1.6 -1.2
-0.5 -1.0 0.2
0.8 0.1 -0.1
0.5 0.6 -0.2
0.1 1.1 0.3
-0.4 0.7 0.0
-0.1 -1.1 -0.1
0.0 0.8 0.5
0.3 1.4 0.1
0.1 0.0 0.2
-0.7 0.2 0.2
0.1 -0.3 0.5
-0.2 -0.4 -0.2
0.0 -0.1 0.0
-0.1 0.7 0.4
0.0 -0.7 -0.5
0.0 -0.2 -0.2
0.3 0.9 -0.6
-0.3 -0.8 0.4
-1.7 -1.8 -1.5
1.6 1.6 0.7
1.0 -1.2 0.2
-0.5 1.2 -1.1
0.0 0.0 -0.5
-0.4 0.3 -0.3
-0.3 -0.1 0.4
-0.2 1.0 0.5
0.5 -0.5 -0.1
-0.4 -0.1 0.5
0.3 -0.1 0.5
0.1 0.0 0.2
0.2 -1.5 0.5
-0.2 0.7 -0.1
0.2 0.6 0.1
-1.0 0.9 0.2
0.5 -0.1 0.5
-0.2 0.3 1.0
0.1 0.6 -1.3
0.7 -0.6 -0.3
0.0 -1.6 0.7
-0.5 -1.6 1.4
-0.4 -0.1 -1.3
0.4 -0.6 -0.1
0.3 -0.3 0.2
-0.1 0.4 -0.2
0.5 0.9 -0.8
-0.8 0.4 0.7
-0.1 0.1 -0.3
0.0 0.4 0.3
0.2 -0.1 -0.2
0.3 1.0 -0.5
-1.3 0.4 0.4
1.0 -0.4 0.2
-0.6 -1.6 0.8
-0.6 0.3 -0.2
0.8 2.2 -0.2
-1.4 -0.1 0.9
-0.3 0.4 -0.8
0.5 -1.6 0.7
-0.1 0.3 0.5
0.4 -0.2 0.4
0.4 -0.5 -0.9
0.6 0.2 -0.1
0.5 -0.2 -0.5
0.1 -0.3 -0.1
0.1 0.6 -0.2
-0.1 0.4 -0.5
0.1 0.1 -0.3
-2.1 0.3 0.2
0.3 -0.3 0.0
2.3 -1.0 2.1
-0.6 0.9 -1.2
0.3 -1.2 -0.9
-1.6 -0.3 0.1
-1.1 0.5 -0.2
1.3 -2.1 -1.0
0.6 -0.1 -0.1
0.3 -0.3 -0.5
0.3 -0.2 0.1
0.3 1.4 0.5
0.6 0.8 -0.5
0.0 -0.2 0.4
-0.6 0.7 0.1
-0.1 0.9 0.8
-0.6 0.3 0.1

- Strongest force on any atom: 0.066 hartree/bohr
- LUMO level: 0.018 hartree
- Relative energy (zero: lowest compared OMol25 entry of this formula, charge and spin): 0.0 kcal per mole
- SMILES string: O=C1OC[C@@H](F)O1.O=C1OC[C@@H](F)O1.O=C1OC[C@@H](F)O1.COP(=O)(OC)OC.COP(=O)(OC)OC.COP(=O)(OC)OC.COP(=O)(OC)OC.COP(=O)(OC)OC.COP(=O)(OC)OC
- Spin multiplicity: 1
- HOMO: -0.37732 Ha



The following is a DFT calculation (ωB97M-V/def2-TZVPD) of a structure of composition C27H64AsF6N8O7 in a non-equilibrium geometry.

Cartesian coordinates (Å):
As1 -1.032955 -0.165537 0.416573
F1 -1.785525 0.727223 -0.874560
F2 -1.060007 1.243771 1.390480
F3 -0.307474 -1.249041 1.559904
F4 -1.007131 -1.492568 -0.721903
F5 0.554581 0.259906 -0.081137
F6 -2.569757 -0.627265 1.017463
C1 -3.157213 0.073284 -4.907844
C2 -2.415124 0.977722 -3.934910
N1 -1.597077 2.021169 -4.584513
C3 -0.464433 1.479369 -5.317760
C4 0.625145 0.754387 -4.505888
C5 -1.176547 3.032695 -3.630695
C6 -2.336367 3.831512 -3.058390
H1 -2.415082 -0.412079 -5.568143
H2 -3.841899 0.530662 -5.617747
H3 -3.561150 -0.794499 -4.391184
H4 -3.209919 1.480230 -3.383842
H5 -1.741332 0.405312 -3.287572
H6 -0.793015 0.833861 -6.133971
H7 -0.021940 2.353133 -5.812370
H8 1.415820 0.478227 -5.205645
H9 1.076143 1.449300 -3.795373
H10 0.252819 -0.112070 -3.967514
H11 -0.563525 3.759257 -4.174943
H12 -0.579475 2.596130 -2.813975
H13 -2.974039 3.281357 -2.368785
H14 -2.916286 4.285251 -3.862420
H15 -1.925786 4.648733 -2.453328
C7 -5.538134 1.695016 -1.536356
C8 -5.782964 0.218657 -1.694986
O1 -6.907556 -0.265320 -1.601498
N2 -4.685373 -0.538258 -1.909118
C9 -4.656505 -1.977351 -1.967550
H16 -6.290752 2.225851 -0.965569
H17 -5.480495 2.193278 -2.513573
H18 -4.563089 1.909128 -1.079248
H19 -3.764928 -0.121439 -1.892493
H20 -4.061714 -2.278836 -2.830117
H21 -5.643855 -2.418022 -2.066167
H22 -4.224402 -2.375409 -1.053931
C10 0.043261 4.455468 1.543008
C11 0.677227 5.641260 2.221913
O2 0.559095 5.802911 3.421379
N3 1.391754 6.558052 1.500748
C12 1.699131 6.601316 0.109945
H23 -1.033536 4.639607 1.690032
H24 0.180774 3.517606 2.066117
H25 0.134092 4.438056 0.457536
H26 1.940106 7.119916 2.132614
H27 2.440163 7.371937 -0.080093
H28 0.799145 6.754273 -0.492819
H29 2.149858 5.688653 -0.312982
C13 2.759055 2.503657 -0.787240
C14 3.821121 3.381163 -0.148131
O3 3.988890 3.493824 1.041630
N4 4.622999 4.030304 -1.052547
C15 5.526325 5.104614 -0.684696
H30 1.862305 2.558651 -0.173754
H31 3.121841 1.478570 -0.741851
H32 2.532324 2.818610 -1.802395
H33 4.568299 3.763452 -2.016704
H34 4.996822 6.038766 -0.476049
H35 6.224855 5.286708 -1.502596
H36 6.137991 4.850680 0.181387
C16 5.508274 -4.052108 2.904569
C17 4.954336 -2.632322 2.973245
O4 5.469166 -1.800428 3.716788
N5 3.960036 -2.357713 2.106487
C18 3.400168 -1.042545 1.970949
H37 4.950768 -4.727134 2.255543
H38 5.445988 -4.490758 3.906964
H39 6.571549 -3.991819 2.685841
H40 3.720590 -3.037770 1.389715
H41 4.096956 -0.252585 2.240824
H42 2.499939 -0.917084 2.585656
H43 3.035020 -0.886253 0.955153
C19 -1.347536 -0.391430 4.362050
C20 -0.020776 -0.754736 4.975386
O5 0.244325 -0.510359 6.151073
N6 0.841948 -1.429798 4.167310
C21 2.048335 -2.061080 4.639452
H44 -1.539361 -1.059234 3.527934
H45 -1.302980 0.632141 3.992271
H46 -2.080253 -0.471725 5.156944
H47 0.597678 -1.530721 3.195004
H48 1.856531 -2.793452 5.424428
H49 2.750078 -1.318404 5.028430
H50 2.536093 -2.539406 3.790821
C22 4.204535 -6.222315 -0.491010
C23 3.224304 -5.104662 -0.221293
O6 3.589197 -3.932187 -0.261145
N7 1.999166 -5.474944 0.215365
C24 0.798838 -4.665622 0.162212
H51 5.025436 -6.124952 0.218705
H52 4.610467 -6.154255 -1.496315
H53 3.745621 -7.205985 -0.374088
H54 1.898097 -6.414465 0.553745
H55 0.633897 -4.036014 1.040707
H56 -0.074116 -5.294436 0.004805
H57 0.835739 -3.959835 -0.670064
C25 -5.761139 -2.460717 1.863821
C26 -4.562261 -3.205766 2.356701
O7 -4.482463 -3.619446 3.500214
N8 -3.571660 -3.365327 1.443520
C27 -2.323448 -3.991305 1.779670
H58 -5.754055 -1.432845 2.233983
H59 -6.683046 -2.865751 2.287782
H60 -5.893208 -2.462068 0.781251
H61 -3.628901 -2.859054 0.581974
H62 -2.572534 -5.045247 1.933782
H63 -1.804649 -3.542831 2.622338
H64 -1.666268 -3.958032 0.916654

Forces on the atoms, in the same order (eV/Å):
0.2 -0.3 -1.1
-0.2 0.5 -0.1
0.1 0.1 0.6
0.1 0.0 0.5
-0.2 -0.4 0.0
0.4 0.3 -0.4
-0.6 -0.2 0.1
1.8 -1.1 -0.9
-0.2 0.6 -0.7
-0.7 -0.5 -0.2
0.3 0.3 -0.1
0.0 0.7 -0.3
-0.2 0.1 0.0
0.3 0.4 0.4
-0.1 0.1 0.1
-0.3 0.3 0.5
-0.6 0.3 0.1
0.4 0.0 0.5
-0.6 -0.2 0.3
-0.2 0.0 0.1
0.2 -0.2 0.0
0.0 -0.3 0.1
0.0 -0.2 0.1
0.1 -0.1 0.0
0.2 -0.2 0.0
0.0 0.1 0.0
-0.1 -0.2 -0.2
-0.2 -0.1 0.0
0.0 0.0 -0.1
1.0 0.8 -0.4
-0.8 -0.3 0.6
0.3 0.1 -0.2
0.5 0.1 -0.1
-0.2 -0.1 -0.1
-0.3 -0.4 0.1
-0.2 -0.3 0.0
-0.1 -0.2 0.1
-0.2 0.3 0.2
0.1 -0.2 0.1
-0.2 0.3 -0.1
0.2 -0.1 -0.1
-1.5 1.0 -0.3
0.3 -0.5 0.1
0.0 0.0 0.2
0.2 0.0 0.7
0.0 -0.8 -1.0
0.1 -0.1 0.0
0.6 -0.1 -0.2
0.5 -0.4 0.1
-0.1 0.2 -0.1
-0.2 0.3 0.0
0.1 0.4 0.0
0.0 -0.1 0.5
0.3 0.2 0.6
0.2 -0.1 -0.8
-0.2 0.3 0.5
0.1 0.3 0.1
0.3 -0.2 0.0
0.0 -0.1 0.0
-0.2 -0.1 -0.2
0.0 -0.2 -0.1
-0.2 0.1 -0.1
0.0 -0.1 0.1
-0.1 0.0 -0.1
-0.2 -0.1 0.1
-0.4 0.0 0.9
0.9 0.2 -0.2
-0.5 -0.5 -0.2
0.2 -0.3 -0.2
-0.9 0.6 -0.2
0.2 0.2 -0.3
0.0 0.2 0.0
0.0 -0.1 -0.3
0.1 0.2 0.2
0.2 -0.2 0.0
0.4 0.1 0.0
0.3 -0.1 -0.1
0.5 0.0 -0.1
0.4 -0.2 0.7
0.0 -0.2 -0.5
-0.5 0.0 0.0
0.4 0.3 0.2
-0.4 0.1 0.0
-0.1 0.0 0.0
-0.2 0.0 -0.1
-0.1 0.0 0.2
-0.1 0.0 0.0
0.0 -0.1 0.1
-0.2 -0.1 0.3
-0.2 -0.3 0.3
0.5 0.6 0.9
-0.4 -0.4 -0.7
-0.3 -0.4 -0.3
-0.1 0.9 0.0
0.1 0.0 -0.1
0.0 0.2 -0.1
0.1 0.0 0.0
0.0 -0.1 -0.3
0.1 -0.2 0.1
0.1 -0.2 0.1
0.2 -0.1 0.0
-1.0 0.4 -0.1
0.2 0.1 0.0
0.1 -0.2 0.1
-0.2 0.3 0.1
-0.2 -0.7 -0.5
0.3 0.0 -0.2
0.2 -0.3 0.1
0.2 0.1 0.0
0.0 0.2 0.1
0.5 0.0 0.5
-0.2 0.0 0.2
0.0 0.3 -0.1

- Total charge: -1
- Strongest force on any atom: 0.044 hartree/bohr
- LUMO level: 0.073 hartree
- Relative energy (zero: lowest compared OMol25 entry of this formula, charge and spin): 0.0 kcal per mole
- Spin multiplicity: 1
- HOMO: -0.24229 Ha



- Among the records above, which one has the highest strongest force on any atom?
  C27H63F3O33P6



- Look up the strongest force on any atom of the first one.
  0.066 hartree/bohr



- What is the formula in the second record?
  C27H64AsF6N8O7



- The lowest HOMO belongs to which entry?
  C27H63F3O33P6